10
Properties=species:S:1:pos:R:3:lowdin_charge:R:1 method="wB97M-V/def2-TZVPD" homo_ev=-10.05 orbital_gap_ev=9.359 smiles="CC(=O)NP=O" e_above_lowest_kcal_mol=10.7 spin_multiplicity=1
C -1.14790 1.01105 -0.38140 0.024
C -0.53514 -0.43134 -0.30489 -0.620
O -1.03634 -1.33992 -0.87748 0.063
N 0.61944 -0.54436 0.39074 -0.141
P 1.79641 -1.87224 0.48635 0.881
O 2.87692 -1.26755 1.24942 -0.484
H -0.61634 1.76143 -0.96346 0.091
H -2.12177 0.92791 -0.67742 0.054
H -0.87024 1.35971 0.51809 0.025
H 1.03497 0.39531 0.56004 0.106